Entry from the OMol25 dataset: a single C2H2N2O molecule at a distorted geometry (ωB97M-V/def2-TZVPD).

XYZ file:
```
7
Properties=species:S:1:pos:R:3:nbo_charge:R:1
C -0.65242 0.96867 0.02035 -0.190
C 0.76318 0.76508 -0.06010 0.153
H -1.19298 1.85180 0.11268 0.225
H 1.59318 1.46708 -0.01192 0.212
N -0.19602 -1.14328 -0.00999 0.054
N -1.16508 -0.29824 -0.01766 -0.182
O 1.05786 -0.45384 0.04142 -0.271
```

Results
SMILES: c1conn1
Energy above the lowest of the compared OMol25 structures with the same formula, charge and spin (kcal/mol): 53.9
Spin multiplicity: 1
Kohn-Sham gap (eV): 10.9
Net charge: 0
LUMO energy (eV): 0.79
F_max (eV/A): 5.03